Below is a 2-piece molecular cluster, C7H20N2O overall in a non-equilibrium geometry, with properties calculated with ωB97M-V/def2-TZVPD.

Output
Energy relative to the best compared isomer or geometry (same formula, charge and spin) (eV): 1.2328
SMILES: CN(C)C(C)(C)O.CNC
LUMO energy (eV): 0.83
Orbital gap (eV): 9.505
HOMO (Eh): -0.3188

ORCA input file:
```
! RIJCOSX wB97M-V def2-TZVPD def2/J DEFGRID3
* xyz 0 1
C -1.980 -1.041 -0.366
N -0.934 -0.239 0.251
C -1.520 0.698 1.208
C 0.246 -1.019 0.883
C -0.153 -1.715 2.193
C 0.726 -2.073 -0.132
O 1.235 -0.100 1.124
H -2.733 -0.372 -0.787
H -2.489 -1.706 0.346
H -1.573 -1.646 -1.172
H -0.710 1.173 1.758
H -2.081 1.462 0.665
H -2.206 0.214 1.914
H -1.023 -2.357 2.059
H 0.685 -2.321 2.530
H -0.356 -0.977 2.965
H 0.839 -1.632 -1.121
H 0.056 -2.929 -0.198
H 1.703 -2.420 0.198
H 1.325 0.585 0.174
C 0.872 2.763 -0.684
N 0.946 1.339 -0.985
C 1.521 1.074 -2.296
H 1.878 3.190 -0.680
H 0.442 2.896 0.306
H 0.270 3.316 -1.416
H -0.034 0.830 -0.819
H 2.550 1.442 -2.330
H 0.965 1.562 -3.106
H 1.533 0.002 -2.483
*
```

---

Below is a 2-piece molecular cluster, C8H13N overall in a non-equilibrium geometry, with properties calculated with ωB97M-V/def2-TZVPD.

Output
Energy relative to the best compared isomer or geometry (same formula, charge and spin) (eV): 3.2476
SMILES: C/C=C/C#N.C=C(C)C
LUMO energy (eV): 0.82
Orbital gap (eV): 9.079
HOMO (Eh): -0.3035

ORCA input file:
```
! RIJCOSX wB97M-V def2-TZVPD def2/J DEFGRID3
* xyz 0 1
C -3.190 -0.180 -1.242
C -2.068 -0.192 -0.269
C -2.201 -0.294 1.052
C -0.940 -0.226 1.697
N 0.191 -0.205 1.947
H -4.172 -0.192 -0.760
H -3.140 -1.034 -1.920
H -3.119 0.724 -1.851
H -0.849 0.124 -0.704
H -3.111 -0.217 1.640
C 0.729 0.153 -1.045
C 1.559 0.109 0.061
C 2.348 -1.130 0.372
C 2.112 1.382 0.633
H 0.763 -0.697 -1.718
H 0.651 1.093 -1.577
H 3.334 -1.064 -0.090
H 1.849 -2.024 -0.001
H 2.480 -1.229 1.449
H 1.444 2.220 0.442
H 3.080 1.597 0.176
H 2.248 1.280 1.708
*
```